{
  "formula": "C34H91FN3O11",
  "method": "wB97M-V/def2-TZVPD",
  "homo_lumo_gap_ev": 8.69,
  "total_charge": 1,
  "elements": ["C", "C", "F", "C", "C", "C", "C", "C", "C", "C", "N", "N", "C", "C", "C", "N", "H", "H", "H", "H", "H", "H", "H", "H", "H", "H", "H", "H", "H", "H", "H", "H", "H", "H", "H", "H", "H", "H", "H", "H", "H", "C", "C", "O", "H", "H", "H", "H", "H", "H", "C", "C", "O", "H", "H", "H", "H", "H", "H", "C", "C", "O", "H", "H", "H", "H", "H", "H", "C", "C", "O", "H", "H", "H", "H", "H", "H", "C", "C", "O", "H", "H", "H", "H", "H", "H", "C", "C", "O", "H", "H", "H", "H", "H", "H", "C", "C", "O", "H", "H", "H", "H", "H", "H", "C", "C", "O", "H", "H", "H", "H", "H", "H", "C", "C", "O", "H", "H", "H", "H", "H", "H", "C", "C", "O", "H", "H", "H", "H", "H", "H", "C", "C", "O", "H", "H", "H", "H", "H", "H"],
  "xyz": [[0.976, -2.469, 4.047], [2.110, -2.538, 3.046], [3.141, -1.699, 3.461], [1.681, -2.122, 1.650], [0.956, -0.769, 1.621], [1.646, 0.324, 0.775], [0.521, 1.339, 0.728], [0.621, 2.650, -0.036], [0.819, 3.824, 0.931], [2.204, 3.844, 1.599], [2.343, 3.098, 2.850], [-0.589, 0.399, 0.428], [-0.413, -0.734, 1.009], [-1.438, -1.807, 1.039], [-2.745, -1.242, 1.660], [-2.435, -0.279, 2.715], [1.183, -3.058, 4.935], [0.838, -1.434, 4.359], [0.040, -2.800, 3.599], [2.508, -3.552, 3.008], [2.561, -2.044, 1.010], [1.070, -2.930, 1.247], [0.867, -0.356, 2.631], [2.610, 0.691, 1.110], [1.799, -0.103, -0.212], [0.328, 1.608, 1.773], [1.431, 2.633, -0.764], [-0.306, 2.790, -0.591], [0.651, 4.768, 0.416], [0.050, 3.759, 1.706], [2.944, 3.489, 0.883], [2.449, 4.884, 1.815], [2.784, 2.198, 2.742], [1.468, 2.980, 3.340], [-1.414, 0.639, -0.111], [-1.600, -2.212, 0.040], [-1.068, -2.595, 1.689], [-3.319, -0.749, 0.875], [-3.346, -2.074, 2.018], [-2.894, 0.609, 2.559], [-2.642, -0.603, 3.649], [-0.695, -0.441, 7.834], [-2.018, -1.066, 7.446], [-2.201, -1.108, 6.026], [-0.616, 0.573, 7.439], [-0.588, -0.409, 8.917], [0.139, -1.026, 7.438], [-2.850, -0.480, 7.831], [-2.091, -2.075, 7.860], [-1.479, -1.638, 5.674], [-2.831, 3.702, 0.472], [-3.859, 3.202, 1.467], [-3.241, 2.758, 2.678], [-2.105, 2.908, 0.317], [-3.281, 3.962, -0.485], [-2.295, 4.575, 0.849], [-4.369, 2.327, 1.060], [-4.616, 3.961, 1.682], [-2.797, 3.497, 3.104], [0.982, -0.014, -3.100], [0.120, -1.256, -3.085], [0.771, -2.335, -2.393], [1.945, -0.208, -3.573], [0.499, 0.804, -3.631], [1.185, 0.322, -2.085], [-0.071, -1.607, -4.096], [-0.851, -1.058, -2.619], [0.939, -2.040, -1.493], [5.907, -1.931, -1.559], [5.012, -1.062, -0.703], [3.841, -0.630, -1.409], [6.208, -1.407, -2.463], [6.803, -2.224, -1.011], [5.387, -2.840, -1.869], [5.527, -0.148, -0.409], [4.723, -1.593, 0.212], [3.363, -1.416, -1.701], [-7.979, 3.497, 2.133], [-7.930, 2.479, 3.255], [-6.991, 1.438, 2.983], [-8.242, 3.011, 1.193], [-8.708, 4.283, 2.333], [-7.001, 3.969, 2.004], [-8.894, 1.989, 3.374], [-7.681, 2.964, 4.205], [-6.124, 1.849, 2.901], [-0.008, -2.397, 11.971], [-0.773, -3.194, 10.933], [-0.158, -3.142, 9.646], [0.086, -1.356, 11.660], [-0.512, -2.428, 12.937], [0.999, -2.799, 12.103], [-1.773, -2.784, 10.796], [-0.882, -4.235, 11.253], [0.726, -3.513, 9.726], [4.869, -0.942, -5.775], [6.321, -1.317, -5.550], [6.455, -2.513, -4.786], [4.357, -0.814, -4.818], [4.792, -0.013, -6.342], [4.342, -1.720, -6.328], [6.840, -0.544, -4.981], [6.840, -1.428, -6.507], [6.029, -3.223, -5.276], [0.300, -0.893, -7.139], [1.366, -1.426, -8.079], [2.238, -2.350, -7.433], [0.763, -0.412, -6.276], [-0.339, -0.167, -7.642], [-0.334, -1.705, -6.772], [2.004, -0.616, -8.428], [0.907, -1.893, -8.957], [1.711, -3.094, -7.125], [-3.853, 2.791, -4.011], [-2.370, 2.692, -3.715], [-2.046, 1.542, -2.927], [-4.434, 2.827, -3.089], [-4.072, 3.686, -4.594], [-4.189, 1.925, -4.585], [-2.028, 3.550, -3.139], [-1.799, 2.668, -4.648], [-2.318, 0.760, -3.422], [4.666, 2.007, -3.331], [3.831, 2.548, -4.488], [2.443, 2.631, -4.167], [4.278, 1.039, -3.009], [5.708, 1.895, -3.635], [4.627, 2.672, -2.463], [3.871, 1.845, -5.318], [4.197, 3.517, -4.842], [2.330, 3.271, -3.457], [-2.954, -3.637, -6.406], [-2.487, -3.344, -4.995], [-2.656, -1.968, -4.643], [-2.417, -3.015, -7.123], [-2.789, -4.684, -6.660], [-4.020, -3.428, -6.513], [-1.420, -3.542, -4.891], [-3.013, -3.979, -4.275], [-3.593, -1.762, -4.715]],
  "lowdin_charge": [-0.027, -0.370, -0.007, -0.080, -0.193, -0.066, -0.247, -0.131, -0.189, -0.262, 0.012, 0.215, -0.158, -0.078, -0.219, 0.047, 0.091, 0.081, 0.078, 0.148, 0.111, 0.126, 0.155, 0.133, 0.086, 0.138, 0.117, 0.091, 0.114, 0.099, 0.112, 0.103, 0.050, 0.063, 0.172, 0.136, 0.102, 0.110, 0.119, 0.041, 0.061, -0.089, -0.302, -0.100, 0.075, 0.067, 0.068, 0.115, 0.104, 0.054, -0.066, -0.299, -0.092, 0.038, 0.082, 0.084, 0.113, 0.104, 0.093, -0.074, -0.291, -0.075, 0.075, 0.068, 0.047, 0.089, 0.092, 0.044, -0.072, -0.299, -0.122, 0.061, 0.084, 0.081, 0.115, 0.097, 0.071, -0.088, -0.313, -0.086, 0.077, 0.077, 0.052, 0.113, 0.110, 0.053, -0.089, -0.316, -0.099, 0.071, 0.077, 0.074, 0.109, 0.110, 0.082, -0.083, -0.310, -0.088, 0.063, 0.071, 0.056, 0.104, 0.111, 0.084, -0.077, -0.305, -0.089, 0.067, 0.080, 0.052, 0.113, 0.110, 0.081, -0.082, -0.309, -0.112, 0.070, 0.080, 0.074, 0.106, 0.115, 0.067, -0.079, -0.298, -0.093, 0.041, 0.077, 0.072, 0.090, 0.111, 0.073, -0.082, -0.314, -0.105, 0.065, 0.080, 0.077, 0.104, 0.112, 0.081]
}